1.
Formula: C15H19Ge2SbScSe5
Source: the Open Molecules 2025 dataset
Level of theory: ωB97M-V/def2-TZVPD

Computed properties:
2S+1	2
HOMO energy (alpha / beta)	-0.3 / -1.2	eV
max |F|	6.014	eV Å⁻¹
net charge	-2

```
43
Properties=species:S:1:pos:R:3:lowdin_spin:R:1
Sc 1.4438 1.5246 -0.4625 0.625
Se 1.4480 2.0694 -3.0339 0.033
Sb 2.6457 3.5774 -1.4620 0.028
Se 0.9379 4.4675 -0.1918 0.000
Se 4.0244 2.4175 0.0749 0.043
Se 3.9951 5.1710 -2.6922 0.002
Se 0.2913 1.4469 2.0111 0.010
C 2.9204 -0.9243 1.4871 0.023
Ge 1.8679 -0.9548 -0.2024 0.073
C 1.0749 -2.7806 -0.4087 -0.002
C 3.3006 -0.5111 -1.5375 0.050
Ge -0.1118 -0.1390 0.5005 0.040
C -1.1443 0.8095 -0.8677 0.019
C -1.5460 0.0711 -1.9928 0.008
C -2.1940 0.7054 -3.0317 0.004
C -2.4763 2.0654 -2.9298 0.004
C -2.0939 2.7923 -1.8190 0.001
C -1.3909 2.1808 -0.7770 0.011
C -1.3120 -1.2815 1.5268 -0.002
C -0.8103 -1.9755 2.6353 0.001
C -1.6857 -2.4550 3.5959 0.000
C -3.0424 -2.1648 3.4997 0.001
C -3.5346 -1.3924 2.4570 0.000
C -2.6661 -0.9391 1.4726 0.001
H 3.2956 -1.9080 1.7896 0.005
H 2.2508 -0.5687 2.2706 0.001
H 3.7441 -0.2174 1.4019 0.001
H 1.7040 -3.6394 -0.6312 -0.001
H 0.2637 -2.7027 -1.1387 0.000
H 0.5600 -2.9278 0.5420 0.000
H 3.8220 -1.3144 -2.0640 0.010
H 3.9385 0.0371 -0.8531 0.002
H 2.8865 0.1582 -2.2854 0.003
H -1.3110 -0.9893 -1.9916 0.001
H -2.4696 0.1533 -3.9231 0.000
H -2.9831 2.5624 -3.7492 0.000
H -2.3178 3.8480 -1.7269 0.000
H -1.0082 2.7809 0.0316 0.004
H 0.2687 -2.0596 2.7023 0.000
H -1.3230 -3.0258 4.4430 0.000
H -3.7217 -2.5290 4.2622 0.000
H -4.5843 -1.1246 2.4312 0.000
H -2.9568 -0.3141 0.6366 0.000
```

---

2.
Formula: C9H22GdO3P
Source: the Open Molecules 2025 dataset
Level of theory: ωB97M-V/def2-TZVPD

Computed properties:
2S+1	8
HOMO energy (alpha / beta)	-13.8 / -13.9	eV
max |F|	2.372	eV Å⁻¹
net charge	+2

```
36
Properties=species:S:1:pos:R:3:lowdin_spin:R:1
C -2.3508 -1.1996 0.3579 -0.022
C -1.7619 -2.5426 0.7947 -0.055
C -0.7025 -2.4909 1.8862 -0.004
C 0.7254 -2.1349 1.3844 0.001
C 1.0614 -2.3801 -0.1097 0.008
O 2.0528 -1.4457 -0.4209 0.059
P 1.6944 0.0518 0.3426 0.200
C 0.9431 1.8841 0.9574 0.372
C 0.7410 2.8304 -0.1919 0.054
C -0.2783 2.3409 -1.2215 0.022
O -0.4278 3.1489 -2.3481 0.009
C 0.7428 3.2961 -3.1440 0.001
O 1.1165 -0.8376 1.7368 0.006
H -1.7248 -0.7795 -0.4293 0.004
H -2.4618 -0.5087 1.1947 -0.001
H -3.3536 -1.3367 -0.1008 -0.018
H -1.4599 -3.1374 -0.0690 -0.002
H -2.6290 -3.1464 1.2263 -0.128
H -0.6544 -3.4594 2.3923 -0.001
H -0.9783 -1.7555 2.6461 -0.001
H 1.3892 -2.8115 1.9336 0.000
H 0.2144 -2.2813 -0.8084 0.003
H 1.4507 -3.3934 -0.2267 0.001
H 0.3008 0.0018 -0.1361 0.119
H 2.1502 0.7513 -0.8178 -0.005
H 2.9033 0.2677 1.0438 0.055
H 0.0454 1.7018 1.5478 0.007
H 1.7558 2.2154 1.6067 0.021
H 1.7057 3.0691 -0.6360 0.001
H 0.3201 3.7350 0.2683 0.032
H -0.0424 1.3056 -1.5265 0.009
H -1.2612 2.3248 -0.7367 0.000
H 0.4503 3.3072 -4.1912 0.000
H 1.2450 4.2381 -2.9110 0.000
H 1.4541 2.4816 -2.9784 0.000
Gd -4.3756 -3.3101 1.6846 6.254
```

---

3.
Formula: C4H14N2O
Source: the Open Molecules 2025 dataset
Level of theory: ωB97M-V/def2-TZVPD

Computed properties:
SMILES	C[C@@H](N)CCN.O
HOMO energy	-8.9	eV
max |F|	4.801	eV Å⁻¹
net charge	0

```
21
Properties=species:S:1:pos:R:3:lowdin_charge:R:1
C -1.6472 -1.7096 -1.3507 -0.089
C -0.8252 -0.4959 -0.6332 -0.402
N -1.7372 0.5793 -0.0021 0.019
C 0.0386 -1.1734 0.4012 -0.252
C 1.4065 -0.6518 0.7584 -0.292
N 2.5164 -0.8239 -0.2295 -0.030
H -1.1919 -2.7280 -1.6265 0.083
H -2.4822 -1.9648 -0.6098 0.083
H -2.1612 -1.3666 -2.3232 0.073
H -0.1454 0.0933 -1.4598 0.156
H -1.2091 1.3878 0.4554 0.099
H -2.3884 0.7679 -0.6694 -0.001
H 0.1131 -2.1879 0.1560 0.073
H -0.5274 -1.1104 1.3561 0.125
H 1.3496 0.4364 0.9721 0.112
H 1.7730 -1.1961 1.6663 0.112
H 2.4633 -0.0758 -0.9449 0.062
H 2.5113 -1.7940 -0.6046 0.072
O 0.9940 4.4325 1.3704 -0.090
H 0.0519 4.4617 1.2109 0.012
H 1.0974 5.1194 2.1069 0.075
```